Entry 1:
ORCA calculation (the ωB97M-V functional and the def2-TZVPD basis) on an isolated ion of composition C3H6N and charge +1 at a distorted geometry.

## Properties
Molecular weight (u): 56.1
Relative energy (zero: lowest compared OMol25 entry of this formula, charge and spin) (kcal per mole): 39.53
HOMO-LUMO gap (eV): 10.25
HOMO (eV): -16.29
LUMO (eV): -6.037
Net charge: +1

XYZ file:
```
10
Properties=species:S:1:pos:R:3:lowdin_charge:R:1
C -1.8541 0.7076 -0.4691 0.1672
C -0.7845 0.2212 0.1149 0.0924
C 1.5100 -0.3846 0.1254 -0.0194
N 0.2026 -0.5299 0.6323 0.0730
H -1.9216 1.6817 -0.8465 0.0888
H -2.6219 0.0172 -0.8118 0.1214
H 1.7498 0.6926 0.1365 0.1233
H 2.1465 -0.9945 0.5984 0.0663
H 1.5697 -0.5328 -0.9893 0.1412
H 0.0036 -0.8785 1.5091 0.1458
```



Entry 2:
ORCA calculation (the ωB97M-V functional and the def2-TZVPD basis) on a 2-piece molecular cluster, C3H6N overall at a distorted geometry.

## Properties
Molecular weight (u): 56.1
Relative energy (zero: lowest compared OMol25 entry of this formula, charge and spin) (kcal per mole): 65.12
HOMO-LUMO gap (eV): 11.04
HOMO (eV): -17.17
LUMO (eV): -6.133
Net charge: +1

XYZ file:
```
10
Properties=species:S:1:pos:R:3:lowdin_charge:R:1
C -0.2255 -0.0362 -0.2827 0.2057
C -0.3924 -0.2575 -2.4855 0.2488
C 0.4011 0.2016 2.1458 -0.0330
N 0.2464 0.0360 0.7643 0.0560
H -1.0091 0.6969 -2.6732 0.0850
H 0.6100 -0.0080 -2.7665 0.0447
H -1.0219 -1.2008 -2.5253 0.0904
H -0.4917 0.4352 2.6733 0.1134
H 0.6330 -0.6293 2.6952 0.0795
H 1.2503 0.7620 2.4545 0.1094
```



Entry 3:
ORCA calculation (the ωB97M-V functional and the def2-TZVPD basis) on an isolated ion of composition C3H6N and charge +1 at a distorted geometry.

## Properties
Molecular weight (u): 56.1
Relative energy (zero: lowest compared OMol25 entry of this formula, charge and spin) (kcal per mole): 45.57
HOMO-LUMO gap (eV): 12.71
HOMO (eV): -16.35
LUMO (eV): -3.644
Net charge: +1

XYZ file:
```
10
Properties=species:S:1:pos:R:3:lowdin_charge:R:1
C 0.3572 -0.9078 -0.7044 0.0085
C 0.6748 0.4194 -0.0445 -0.0814
C -0.2782 -0.4727 0.5711 -0.1279
N -0.7100 0.9056 0.2511 0.1854
H -0.1635 -0.7983 -1.6896 0.1329
H 1.3512 -1.5052 -0.6283 0.1743
H 1.5432 0.8617 0.1481 0.1143
H -0.4140 -1.0785 1.5217 0.1921
H -0.9266 1.4997 1.0678 0.1981
H -1.4341 1.0759 -0.4929 0.2038
```



Entry 4:
ORCA calculation (the ωB97M-V functional and the def2-TZVPD basis) on an isolated ion of composition C3H6N and charge +1 at a distorted geometry.

## Properties
Molecular weight (u): 56.1
Relative energy (zero: lowest compared OMol25 entry of this formula, charge and spin) (kcal per mole): 57.98
HOMO-LUMO gap (eV): 8.50
HOMO (eV): -14.74
LUMO (eV): -6.245
Net charge: +1

XYZ file:
```
10
Properties=species:S:1:pos:R:3:lowdin_charge:R:1
C -0.8026 0.2922 0.4680 -0.1172
C -1.4391 -0.7274 -0.1120 0.0682
C 1.5035 0.5362 -0.5234 0.2284
N 0.7209 0.2118 0.5333 0.0429
H -1.1907 1.3465 0.6680 0.1445
H -1.2226 -1.7178 0.3841 0.1068
H -2.2278 -0.8723 -0.8378 0.0878
H 2.5524 0.1776 -0.5546 0.1391
H 1.0418 1.4083 -1.0187 0.1312
H 1.0643 -0.6551 0.9931 0.1683
```



Entry 5:
ORCA calculation (the ωB97M-V functional and the def2-TZVPD basis) on a 2-piece molecular cluster, C3H6N overall at a distorted geometry.

## Properties
Molecular weight (u): 56.1
Relative energy (zero: lowest compared OMol25 entry of this formula, charge and spin) (kcal per mole): 80.21
HOMO-LUMO gap (spin up / spin down) (eV): 9.44 / 9.44
HOMO (spin up / spin down) (eV): -15.21 / -15.21
LUMO (spin up / spin down) (eV): -5.768 / -5.769
Net charge: +1

XYZ file:
```
10
Properties=species:S:1:pos:R:3:lowdin_charge:R:1
C 2.1816 -0.0555 -0.1612 0.2111
C 0.0593 0.1600 0.4176 0.1182
C -2.3895 -0.0841 -0.2538 0.1310
N -1.1671 0.0164 0.0468 -0.0015
H 2.8369 -0.5162 0.6612 0.0965
H 0.1884 0.5310 1.4682 0.1146
H 1.6659 -0.7800 -0.8479 0.0457
H 2.3627 0.9412 -0.4509 0.0258
H -2.8489 0.8009 -0.7989 0.1488
H -2.8895 -1.0137 -0.0811 0.1099
```



Entry 6:
ORCA calculation (the ωB97M-V functional and the def2-TZVPD basis) on one molecule with the formula C3H6N2 at a distorted geometry.

## Properties
Molecular weight (u): 70.1
Relative energy (zero: lowest compared OMol25 entry of this formula, charge and spin) (kcal per mole): 106.40
HOMO-LUMO gap (eV): 10.50
HOMO (eV): -9.67
LUMO (eV): 0.823

XYZ file:
```
11
Properties=species:S:1:pos:R:3:lowdin_charge:R:1
C -1.2182 0.1750 0.1295 -0.3530
C 1.1056 0.5925 -0.1987 -0.2446
C 1.2505 -0.7726 0.1505 -0.0265
H -2.3711 -0.9028 -0.9586 0.1016
H -1.1515 0.8755 1.1258 0.1488
H 0.8763 1.4045 0.4801 0.0778
H 1.5424 1.3672 -1.0270 0.1566
H 0.6995 -0.7387 1.0482 0.0767
H 1.8715 -1.6237 -0.0671 0.1080
N -2.5197 -0.1527 -0.0746 0.0255
N -0.0854 -0.2242 -0.6081 -0.0709
```



> Which value of relative energy (zero: lowest compared OMol25 entry of this formula, charge and spin) does entry 3 give?

45.57 kcal per mole



> Which of these has the highest relative energy (zero: lowest compared OMol25 entry of this formula, charge and spin)?

C3H6N2



> Which formula does entry 1 have?

C3H6N